1.
Entry from OMol25: a molecular structure, C24H43IrNO2P2 (wB97M-V/def2-TZVPD).

Results
**HOMO-LUMO gap (spin up / spin down)**: 6.078 / 3.619 eV
**Expectation value of S²**: 6.029
**Total charge**: +1
**Electronic energy**: -1931.933644 hartree
**Multiplicity**: 5

Structure (XYZ):
```
73
Properties=species:S:1:pos:R:3:forces:R:3:mulliken_charge:R:1
Ir -0.966343 2.044835 -1.725582 1.192 0.539 0.259 0.589
C 0.126754 0.395099 1.046394 0.480 -0.401 -0.476 1.459
C 1.073420 0.957511 0.151479 -0.883 -0.325 0.043 0.682
C -0.901490 2.335883 0.217138 0.395 0.006 2.337 0.425
C -1.016216 1.179356 1.124944 0.090 1.076 -0.894 -0.249
C 0.540783 2.153468 -0.496548 1.401 0.291 2.356 1.088
C 0.288877 -0.816553 1.892917 -0.075 -0.280 0.260 -1.129
H 0.751745 -1.650599 1.367521 0.168 0.300 -0.057 -0.068
H -0.701534 -1.163869 2.197706 0.180 -0.023 0.018 0.380
H 0.852223 -0.624639 2.814045 0.029 0.094 -0.183 0.366
C -2.099073 1.116927 2.124322 -0.533 -0.155 -0.108 -1.878
H -2.121165 0.176295 2.673822 -0.037 0.131 -0.084 0.382
H -3.040400 1.242981 1.574817 -0.090 -0.061 0.373 0.405
H -2.029828 1.939331 2.849283 0.035 -0.260 -0.076 0.331
C -1.149883 3.642124 0.940521 -0.424 0.207 -0.381 -1.562
H -0.286220 3.874056 1.593869 -0.355 -0.024 -0.365 0.344
H -2.017272 3.497917 1.600979 0.232 0.367 -0.402 0.539
H -1.348167 4.467397 0.248572 0.113 0.015 0.315 0.323
C 1.405272 3.373928 -0.596633 0.109 0.079 -0.450 -1.497
H 1.644132 3.805910 0.385581 -0.051 -0.231 -0.138 0.361
H 0.890201 4.141468 -1.177916 0.245 0.165 -0.040 0.432
H 2.336326 3.097395 -1.094840 0.010 0.209 -0.008 0.399
C 2.448953 0.478957 -0.035886 0.761 -0.342 -0.215 -2.134
H 3.159549 0.897012 0.696353 -0.295 -0.008 -0.057 0.492
H 2.825709 0.730214 -1.032669 -0.045 0.019 0.204 0.418
H 2.485793 -0.613663 0.043910 -0.004 0.250 0.102 0.211
C -0.282488 -2.971529 -0.957302 0.027 -0.554 0.579 0.037
C 0.837277 -3.375180 -0.334235 -0.380 -0.691 0.155 -1.149
C 2.144697 -3.803186 -0.941340 0.383 -0.074 -0.408 -0.976
C 2.311606 -3.238231 -2.350876 -0.061 -0.255 -0.033 -0.595
C 2.367900 -1.740313 -2.345131 0.582 -0.034 -0.758 -0.954
C 1.364710 -0.994914 -2.793847 0.039 0.673 0.372 -0.355
C -0.028081 -1.457347 -3.045536 -0.446 -0.316 -0.962 2.692
C -0.539900 -2.771965 -2.436140 -0.358 -0.102 -0.109 -1.283
H 2.181741 -4.899910 -1.004839 -0.157 0.106 0.177 0.483
H 1.438413 -3.564606 -2.915685 0.777 0.065 -0.040 -0.017
H 3.000352 -3.533563 -0.308195 -0.183 0.105 0.036 0.330
H -0.156982 -3.617988 -3.024086 -0.438 0.235 0.285 0.428
H -1.182304 -2.932535 -0.321481 0.441 0.303 -0.258 0.383
H 0.769376 -3.617419 0.738760 -0.128 0.270 -0.446 0.744
H -1.628685 -2.797947 -2.594990 0.259 0.083 0.084 0.662
H -0.749197 -0.658693 -2.812670 0.306 -0.071 0.212 -0.688
H 1.489216 0.072827 -3.037142 0.212 -0.323 0.469 0.765
H -0.122037 -1.523667 -4.149466 -0.072 -0.093 0.765 -2.150
H 3.181520 -3.639373 -2.902890 -0.162 0.157 0.542 0.522
H 3.347987 -1.316045 -2.076054 -0.483 0.004 -0.344 0.585
P -0.895541 -0.846431 -6.111398 0.022 -0.839 -1.869 1.085
P -1.012471 2.051186 -6.507623 0.060 0.373 -2.025 0.626
C -1.132081 -0.371680 -7.908906 0.062 -0.050 0.409 -1.103
C -1.644248 1.053702 -7.977594 -0.346 0.046 0.272 -1.001
H -1.838838 -1.080920 -8.360444 0.265 0.090 -0.020 0.537
H -0.165137 -0.483034 -8.421744 -0.264 0.127 0.168 0.444
H -1.289796 1.524633 -8.902732 -0.250 0.150 0.204 0.484
H -2.742922 1.079564 -7.974131 0.199 0.019 -0.020 0.482
C -1.570059 3.643891 -7.255165 0.000 0.241 0.260 -1.284
H -1.062444 4.474231 -6.753508 -0.184 0.031 -0.126 0.393
H -2.651438 3.739723 -7.105655 0.176 0.115 -0.055 0.362
H -1.348010 3.670746 -8.330596 -0.047 0.092 0.281 0.374
C 0.712443 2.101727 -7.195803 0.004 0.086 0.509 -1.261
H 0.672128 2.184180 -8.287198 0.093 0.028 0.188 0.362
H 1.269018 1.204092 -6.911028 0.020 0.133 -0.056 0.316
H 1.211954 2.981222 -6.780422 0.147 -0.131 -0.087 0.426
C -2.575960 -1.579064 -5.931223 0.040 0.042 0.439 -1.319
H -2.704767 -1.974396 -4.917145 -0.146 -0.022 -0.182 0.266
H -2.691915 -2.381790 -6.671622 -0.133 0.210 0.242 0.476
H -3.323170 -0.792598 -6.094018 0.081 -0.215 0.055 0.326
C 0.031948 -2.370871 -6.603925 0.070 -0.148 0.420 -1.293
H 0.935059 -2.063968 -7.144108 -0.120 -0.113 0.163 0.305
H -0.586677 -2.995256 -7.258866 0.182 0.047 0.097 0.394
H 0.327559 -2.945497 -5.723311 0.067 -0.166 -0.131 0.350
O -3.146897 0.453596 -3.087897 1.795 1.554 0.591 -0.505
N -2.298883 1.297514 -2.855497 -4.387 -2.350 -3.682 0.698
O -1.921118 2.184145 -3.720793 -0.213 -0.471 1.307 -0.512
```
Positions in Å, forces in eV/Å.

---

2.
Entry from OMol25: a molecular structure, C24H43MoN2P3Se (wB97M-V/def2-TZVPD).

Results
**Relative energy (zero: lowest compared OMol25 entry of this formula, charge and spin)**: 0.00 kJ/mol
**HOMO-LUMO gap (spin up / spin down)**: 4.376 / 4.352 eV
**Expectation value of S²**: 2.322
**Total charge**: +4
**Electronic energy**: -4541.935340 hartree
**Multiplicity**: 3

Structure (XYZ):
```
74
Properties=species:S:1:pos:R:3:forces:R:3:mulliken_charge:R:1
Mo -0.707632 -0.184463 -0.316386 1.435 0.924 1.244 0.047
P -3.007361 -0.402723 -0.139214 -3.181 -0.324 -0.154 1.230
P -0.168077 -2.488788 -0.646782 0.171 -2.838 -0.287 0.647
P -0.065886 2.230562 -0.249774 0.146 2.124 0.320 0.970
H 4.554913 -0.894883 0.887114 -0.076 0.474 0.003 0.326
C 4.071386 0.065412 1.132903 -1.614 -1.861 0.242 0.052
C 3.950187 0.226921 2.584449 1.548 1.462 -1.862 -0.387
H 4.490312 -0.452291 3.245532 -0.457 -0.286 0.237 0.439
C -3.907611 -1.160170 -1.544702 0.340 -0.013 -0.164 -1.201
C -3.671530 -1.345091 1.274224 0.461 -0.049 0.233 -1.263
C -3.820995 1.233022 -0.021329 0.363 0.223 0.046 -1.169
C 1.600421 -2.782883 -1.006083 0.126 0.311 -0.023 -1.189
C -0.521438 -3.644660 0.728518 0.044 0.183 0.119 -0.973
C -0.962915 -3.328449 -2.067144 -0.005 0.171 -0.065 -1.133
C 1.722911 2.460078 -0.552842 0.126 -0.343 -0.121 -1.031
C -0.298921 3.203901 1.282805 -0.049 -0.228 0.083 -1.238
C -0.828060 3.323330 -1.511491 0.048 -0.204 0.000 -1.170
H 4.562447 0.884378 0.582273 -0.205 0.338 0.405 0.479
H 3.569814 1.168632 2.978110 -0.223 -0.157 0.203 0.382
H -4.976917 -0.943580 -1.411901 0.260 -0.088 -0.008 0.505
H -3.758532 -2.246504 -1.557221 -0.102 0.275 0.018 0.331
H -3.568479 -0.741898 -2.500882 -0.204 -0.091 0.212 0.417
H -4.755421 -1.171923 1.329110 0.251 -0.060 -0.075 0.512
H -3.204945 -1.021214 2.211277 -0.222 -0.201 -0.156 0.343
H -3.477350 -2.415871 1.132791 -0.152 0.252 0.026 0.412
H -4.905446 1.068857 0.054851 0.267 0.038 -0.036 0.603
H -3.603334 1.830458 -0.916779 -0.146 -0.169 0.173 0.263
H -3.479529 1.786597 0.861718 -0.167 -0.051 -0.245 0.289
H 1.750424 -3.859570 -1.170950 -0.011 0.281 0.081 0.536
H 2.233508 -2.459535 -0.169473 -0.029 -0.207 -0.199 0.301
H 1.902086 -2.228682 -1.904044 -0.069 -0.277 0.157 0.352
H -0.483788 -4.676131 0.350039 0.021 0.271 0.122 0.499
H -1.514640 -3.449474 1.151345 0.257 -0.123 -0.091 0.177
H 0.225948 -3.525910 1.523048 -0.209 -0.096 -0.116 0.324
H -0.469070 -4.301939 -2.200178 -0.211 0.223 0.027 0.540
H -0.845372 -2.732291 -2.981442 -0.003 -0.217 0.174 0.378
H -2.031956 -3.486718 -1.881990 0.287 -0.024 -0.033 0.315
H 1.948994 3.536497 -0.553520 -0.074 -0.300 0.008 0.586
H 2.012737 2.025771 -1.517991 -0.022 0.229 0.198 0.307
H 2.303723 1.973597 0.243199 -0.152 0.251 -0.168 -0.056
H 0.193635 4.181125 1.175082 -0.202 -0.241 -0.025 0.558
H 0.129966 2.676080 2.142222 -0.069 0.141 -0.115 0.304
H -1.370083 3.348700 1.470380 0.256 0.053 -0.011 0.344
H -0.316513 4.296381 -1.487683 -0.202 -0.227 0.009 0.479
H -1.893054 3.466487 -1.291509 0.235 0.024 -0.049 0.391
H -0.730781 2.885369 -2.513654 0.018 0.215 0.214 0.373
C 0.900294 0.100826 -3.699233 -0.914 0.026 0.318 0.771
C 2.184934 0.008567 -3.170114 0.587 -0.040 0.091 -0.116
C 3.286251 0.020551 -4.044132 -0.507 -0.013 0.451 -0.888
C 3.089575 0.129022 -5.425333 -0.356 0.016 -0.059 -0.583
C 1.789799 0.218424 -5.946973 0.120 -0.051 0.371 -0.737
C 0.692886 0.198984 -5.079731 -0.411 0.066 -0.129 -0.699
Se -0.802747 0.111414 -2.577461 1.314 0.061 -3.093 0.271
H 2.961402 0.006312 0.712217 2.117 0.578 0.635 -0.357
H 2.335151 -0.074767 -2.090129 0.051 0.032 -0.358 0.628
H 4.295506 -0.055644 -3.635706 -0.299 0.030 -0.156 0.420
H 3.948149 0.142610 -6.098905 -0.256 -0.003 0.206 0.441
H 1.633151 0.302328 -7.023837 0.000 -0.036 0.350 0.459
H -0.327321 0.259067 -5.463183 0.344 0.020 -0.054 0.456
N 1.414463 -0.566975 3.395431 0.609 0.014 -0.139 -0.058
C 1.109198 -0.803627 2.105546 -1.003 0.194 0.024 -1.321
N -0.109621 -0.353704 1.804188 0.369 -0.679 0.149 0.736
C -0.661017 0.162458 3.004604 0.512 0.387 -0.558 0.298
C -1.822660 0.905076 3.220557 0.024 0.036 0.374 -0.263
C -1.962642 1.529617 4.467835 -0.215 -0.357 -0.658 -0.950
C -0.968125 1.419845 5.453206 0.594 -0.332 0.123 -0.770
C 0.208047 0.690682 5.222250 -0.421 0.077 0.343 -0.822
C 0.313186 0.055468 3.993032 0.308 0.712 0.192 0.214
H 2.368584 -0.601088 3.763899 -0.956 -0.661 0.485 0.233
H 1.777281 -1.331894 1.427250 -0.454 0.096 0.306 0.923
H -2.566753 0.979223 2.427303 0.169 0.163 0.490 0.077
H -2.864528 2.109634 4.677359 0.320 -0.188 -0.040 0.495
H -1.120520 1.918772 6.411520 0.125 -0.149 -0.276 0.458
H 1.020277 0.592270 5.942515 -0.378 0.209 0.064 0.486
```
Positions in Å, forces in eV/Å.